ORCA calculation (the ωB97M-V functional and the def2-TZVPD basis) on a gas-phase ion, C4H8N3O (charge +1) in a non-equilibrium geometry.

Geometry as XYZ:
```
16
Properties=species:S:1:pos:R:3:forces:R:3
C 3.7012 -0.9018 0.3844 -0.354 1.636 -0.400
C -1.0430 0.1256 0.8892 0.474 -2.303 0.855
C -0.4232 -0.2824 -0.4746 -1.043 -1.236 1.228
C 0.5734 0.7684 -1.0246 -3.401 -0.631 -0.028
N 2.7852 -1.3163 -0.2715 -3.401 -0.426 -1.471
N 2.6785 1.1638 0.0777 -0.862 1.094 -0.067
N 1.7659 0.5803 -0.4211 6.097 -3.678 1.670
O 3.7214 0.5402 0.5437 0.690 0.407 0.798
H 4.4793 -1.5419 0.7494 0.788 0.294 0.479
H -1.6637 0.9809 0.9959 -0.201 1.217 -0.755
H -0.2514 0.1994 1.6696 -0.532 -0.133 -0.373
H -1.7660 -0.6819 1.2020 1.027 0.487 -0.192
H 0.1373 -1.2924 -0.3497 -0.969 1.747 -0.303
H -1.2739 -0.4689 -1.1829 1.097 0.407 0.270
H 0.2257 1.7632 -0.8337 -0.224 0.766 -0.196
H 0.5962 0.4763 -2.0372 0.815 0.352 -1.517
```
Positions in Å, forces in eV/Å.

Properties
Total energy ... -10782.0369 eV
HOMO energy (alpha / beta) ... -15.8 / -15.8 eV
Molecular weight ... 114.13 g/mol
Charge ... +1
Largest force on an atom ... 7.31 eV/A

Results of the Mulliken charge analysis, in e, for atoms 1 through 4: 0.13, -1.19, -0.39, -0.25